No. 1
A cluster of 3 separate species, C7H14O2 in total at a distorted geometry, computed with ωB97M-V/def2-TZVPD.

For the calculated total energy, the calculation gives -425.3935 hartree. As for the HOMO-LUMO gap: 0.292 Eh. The LUMO energy comes out at 0.78 eV. The value obtained for the energy above the lowest of the compared OMol25 structures with the same formula, charge and spin is 5.7611 eV.

Geometry (Å):
C (-0.20723, -0.52757, -0.05520)
C (0.17533, 0.76223, 0.19399)
C (2.21571, 0.39576, -0.12240)
C (-2.22533, -0.14510, -0.43080)
C (-0.11341, -0.10273, 1.38608)
C (0.17822, -1.73415, -0.82450)
C (-0.07445, 2.16877, -0.20147)
O (2.86769, -0.70169, 0.45339)
O (-3.03686, -0.81412, 0.49061)
H (2.82648, -0.61993, 1.41266)
H (-2.82606, -1.75378, 0.46676)
H (2.34026, 0.33648, -1.20128)
H (2.58616, 1.34489, 0.27766)
H (-2.30060, -0.55036, -1.44462)
H (-2.51865, 0.90033, -0.41968)
H (-1.03929, 0.02317, 1.93893)
H (0.71047, -0.44006, 2.00849)
H (-0.52020, -2.55060, -0.62908)
H (0.18760, -1.52584, -1.89504)
H (1.16872, -2.07206, -0.51952)
H (-1.02525, 2.52230, 0.19648)
H (0.71003, 2.81021, 0.20528)
H (-0.07937, 2.27384, -1.28675)

=====

No. 2
A structure of composition C4H3MnO at a distorted geometry, computed with ωB97M-V/def2-TZVPD.

For the calculated total energy, the calculation gives -1380.2705 hartree. As for the HOMO-LUMO gap (spin up / spin down): 0.275 / 0.258 Eh. The LUMO energy (spin up / spin down) comes out at 0.06 / -0.45 eV. Its spin multiplicity is 7. The value obtained for the energy above the lowest of the compared OMol25 structures with the same formula, charge and spin is 0.0000 eV.

Geometry (Å):
C (-2.76091, 0.59698, 0.00775)
C (-1.55329, 0.13238, 0.33649)
C (-0.60495, -0.67827, 0.07461)
C (0.53218, -1.39887, -0.00557)
O (1.72219, -0.92878, -0.22584)
Mn (2.45225, 0.78390, -0.10900)
H (-3.66105, 0.20641, 0.48841)
H (-2.87024, 1.43756, -0.68146)
H (0.46842, -2.47531, 0.22114)